# 1
Entry from OMol25: a cluster of 10 separate species, C32H88N4O10 in total in a non-equilibrium geometry (ωB97M-V/def2-TZVPD).

XYZ file:
```
134
Properties=species:S:1:pos:R:3
N -0.70319 -3.11560 2.75879
C -0.55484 -2.17035 1.64155
C -1.65562 -2.35882 0.54547
O -2.49404 -1.24741 0.32288
C -3.23560 -0.86780 1.47193
C -4.08540 -1.97831 2.12509
C -5.30368 -2.50236 1.29334
N -6.56694 -1.86584 1.65620
N -5.45887 -3.95036 1.60096
N -5.14438 -2.43136 -0.15761
H -1.41894 -2.80046 3.39478
H -0.97242 -4.02004 2.40449
H 0.41810 -2.40521 1.19107
H -0.52792 -1.13455 1.98278
H -1.13647 -2.52780 -0.40722
H -2.21267 -3.29402 0.72661
H -2.55232 -0.45740 2.23441
H -3.87310 -0.02559 1.18295
H -3.45278 -2.79622 2.48196
H -4.50877 -1.53438 3.03851
H -7.21707 -2.61024 1.87052
H -6.96008 -1.46895 0.81308
H -5.65839 -4.00371 2.59410
H -4.55053 -4.37869 1.47185
H -4.27111 -2.88777 -0.38453
H -5.08385 -1.47432 -0.47945
C 4.47930 -3.05929 1.75177
C 4.18397 -2.78467 3.21767
C 3.78474 -4.05518 3.95137
O 3.13415 -1.81812 3.32455
H 3.59256 -3.45436 1.24657
H 4.75722 -2.13665 1.23917
H 5.29230 -3.77771 1.63827
H 5.06521 -2.34969 3.69187
H 2.87543 -4.48160 3.51814
H 3.56918 -3.83998 4.99894
H 4.57693 -4.80446 3.90489
H 2.34922 -2.19057 2.91050
C -7.94927 -4.08656 -3.35254
C -8.61618 -2.88562 -2.69986
C -8.30261 -1.60294 -3.45320
O -8.18175 -2.77584 -1.34519
H -6.86180 -3.97276 -3.34815
H -8.17841 -4.99887 -2.79927
H -8.28090 -4.21058 -4.38533
H -9.69718 -3.03671 -2.67243
H -7.22702 -1.40664 -3.45544
H -8.78298 -0.74975 -2.96954
H -8.64330 -1.65691 -4.48620
H -7.22338 -2.64543 -1.34828
C 6.04863 0.11330 5.80708
C 5.95659 1.00134 4.57563
C 4.82600 2.00813 4.70844
O 5.75174 0.19564 3.41668
H 5.12376 -0.45433 5.94200
H 6.85894 -0.61050 5.69719
H 6.22716 0.70306 6.70840
H 6.90288 1.52676 4.43059
H 3.86558 1.50114 4.80895
H 4.76412 2.63521 3.81599
H 4.97017 2.65181 5.57837
H 4.91860 -0.27587 3.53121
C -7.26340 -2.38488 -8.67990
C -7.71975 -1.25657 -7.76780
C -7.35577 0.10295 -8.34129
O -7.11986 -1.40946 -6.48167
H -6.17646 -2.36795 -8.79943
H -7.52395 -3.35335 -8.25022
H -7.72250 -2.30647 -9.66723
H -8.80022 -1.31665 -7.62438
H -6.27086 0.19814 -8.44452
H -7.68248 0.90165 -7.67347
H -7.81355 0.25819 -9.32011
H -6.16626 -1.36098 -6.59982
C 6.92817 -0.01593 -0.43360
C 5.89456 0.31964 -1.49658
C 5.15919 1.60859 -1.16570
O 4.95732 -0.75356 -1.61589
H 6.45006 -0.16172 0.53970
H 7.44581 -0.94534 -0.67925
H 7.66813 0.78073 -0.33891
H 6.38540 0.41719 -2.46694
H 4.62246 1.51502 -0.21667
H 4.41687 1.83343 -1.93190
H 5.85071 2.45052 -1.09078
H 4.51697 -0.84969 -0.76729
C 3.07757 1.32789 9.47204
C 2.96978 2.21057 8.23817
C 1.84730 3.22672 8.37933
O 2.74782 1.40139 7.08323
H 2.15380 0.76223 9.62381
H 3.88274 0.60106 9.35346
H 3.27199 1.92089 10.36744
H 3.91561 2.73145 8.07757
H 0.88325 2.72292 8.49550
H 1.77895 3.84803 7.48518
H 2.00605 3.87516 9.24251
H 1.91758 0.93300 7.20512
C 2.02582 0.29483 -4.17193
C 1.63671 1.71650 -3.79522
C 0.90253 2.41034 -4.93179
O 2.80589 2.45551 -3.44985
H 2.69937 0.29458 -5.03385
H 2.55832 -0.18771 -3.35049
H 1.14653 -0.30403 -4.41876
H 1.00285 1.69981 -2.90717
H 1.53657 2.48016 -5.82044
H 0.63660 3.43050 -4.65087
H -0.00990 1.87231 -5.19741
H 3.37953 2.47970 -4.22076
C 6.11754 5.66166 5.31358
C 4.82299 6.37910 5.66234
C 4.56400 7.54497 4.72071
O 4.87778 6.84945 7.00929
H 6.97281 6.33759 5.40455
H 6.29158 4.83236 6.00088
H 6.08979 5.27057 4.29499
H 3.99026 5.67539 5.61041
H 5.36675 8.28445 4.79213
H 3.63582 8.05274 4.98671
H 4.49332 7.20918 3.68463
H 5.60686 7.47153 7.07342
C -0.80246 -0.02331 -8.88560
C -2.29664 0.23453 -8.77134
C -2.58151 1.65220 -8.29977
O -2.87510 -0.69880 -7.85825
H -0.31571 0.09470 -7.91287
H -0.61354 -1.04571 -9.21569
H -0.33471 0.66340 -9.59316
H -2.77253 0.06774 -9.73895
H -2.15150 1.82549 -7.30894
H -3.65635 1.81872 -8.21263
H -2.16866 2.38979 -8.99003
H -2.46344 -0.56229 -7.00088
```

## Properties
* structure (SMILES): NCCOCCC(N)(N)N.CC(C)O.CC(C)O.CC(C)O.CC(C)O.CC(C)O.CC(C)O.CC(C)O.CC(C)O.CC(C)O
* strongest force on any atom: 1.2 eV/Å
* HOMO: -9.384 eV

---

# 2
Entry from OMol25: a cluster of 2 separate species, C25H33N3O4 in total in a non-equilibrium geometry (ωB97M-V/def2-TZVPD).

XYZ file:
```
65
Properties=species:S:1:pos:R:3
C -0.31888 -1.69318 1.29133
C -0.03570 -2.90781 0.39744
C 1.39918 -3.48709 0.52530
C 2.41921 -2.39241 0.13808
C 1.63078 -4.76143 -0.34289
N 0.41918 -5.60590 -0.45048
C -0.05874 -6.40426 0.50801
C -1.33979 -7.13910 0.18891
O 0.47927 -6.56088 1.59258
C 2.89303 -5.57698 0.04111
O 3.75214 -5.12931 0.79310
N 2.99908 -6.81208 -0.46719
C 4.10548 -7.72217 -0.17740
H -1.37241 -1.42384 1.21168
H 0.27849 -0.84038 0.97927
H -0.09106 -1.93616 2.33005
H -0.22661 -2.63454 -0.64138
H -0.76048 -3.66724 0.68923
H 1.55565 -3.75810 1.57150
H 2.39040 -1.57527 0.85835
H 3.43576 -2.78264 0.14706
H 2.20069 -2.00599 -0.85761
H 1.82511 -4.40371 -1.35335
H -0.12248 -5.53219 -1.29592
H -1.21939 -7.70323 -0.73400
H -2.15088 -6.42012 0.08765
H -1.56285 -7.82398 1.00679
H 2.23321 -7.15123 -1.02350
H 5.05263 -7.24712 -0.44118
H 3.99451 -8.64931 -0.74005
H 4.11836 -7.94656 0.89134
O 2.75140 2.79799 0.01258
C 2.21355 3.28691 -0.96739
O 2.76920 4.26174 -1.73378
C 0.82976 2.78396 -1.39156
C 0.06746 1.98840 -0.30841
C -0.32599 2.82735 0.91990
N -1.20632 3.94802 0.54834
C -0.79435 5.27593 0.37029
C 0.44277 5.92063 0.49661
C 0.53454 7.29648 0.23816
C -0.60402 8.02674 -0.14090
C -1.84412 7.38594 -0.26708
C -1.90812 6.01613 -0.00692
C -3.03730 5.11632 -0.05394
C -4.37257 5.37220 -0.37007
C -5.27815 4.30334 -0.33277
C -4.83810 3.01511 0.01500
C -3.48847 2.78408 0.32609
C -2.58094 3.85000 0.29185
H 2.14149 4.51754 -2.42209
H 0.22311 3.63573 -1.71062
H 0.96806 2.13732 -2.26190
H -0.84097 1.56874 -0.75188
H 0.69049 1.15128 0.01965
H 0.56911 3.20712 1.42163
H -0.84268 2.19054 1.64462
H 1.32683 5.36839 0.80107
H 1.49219 7.79918 0.33933
H -0.52494 9.09290 -0.33083
H -2.73160 7.93944 -0.55541
H -4.69909 6.37266 -0.63419
H -6.32338 4.47415 -0.57202
H -5.54776 2.19363 0.04543
H -3.15397 1.78834 0.59737
```

## Properties
* structure (SMILES): CC[C@H](C)[C@H](NC(C)=O)C(=O)NC.O=C(O)CCCn1c2ccccc2c2ccccc21
* strongest force on any atom: 2.0 eV/Å
* HOMO: -7.921 eV